# 1
9
Properties=species:S:1:pos:R:3 method="wB97M-V/def2-TZVPD" gap_ev=8.75 multiplicity=1
C 1.438 -0.316 -0.071
C -1.973 1.105 0.286
O 0.172 -0.220 0.625
F -1.411 1.613 -0.803
I -3.568 -0.095 -0.268
H 1.209 -1.167 -0.839
H 2.264 -0.530 0.633
H 1.631 0.604 -0.630
H 0.237 -0.993 1.067


# 2
17
Properties=species:S:1:pos:R:3 method="wB97M-V/def2-TZVPD" smiles="O=[N+]([O-])C(CBr)([N+](=O)[O-])C(O)(O)Br" gap_ev=8.55 multiplicity=1
O 0.172 -2.576 -0.067
N -0.396 -1.620 0.401
O -1.316 -1.676 1.171
C -0.017 -0.228 -0.252
C 1.310 -0.225 -0.991
Br 2.738 -1.239 -0.172
N -1.077 -0.030 -1.263
O -0.888 -0.300 -2.410
O -2.108 0.366 -0.782
C -0.099 0.782 1.004
O -1.298 0.859 1.575
O 0.989 0.628 1.676
Br -0.022 2.782 0.018
H 1.172 -0.486 -1.999
H 1.857 0.849 -1.035
H -1.895 0.875 0.746
H 0.877 1.239 2.380


# 3
97
Properties=species:S:1:pos:R:3 method="wB97M-V/def2-TZVPD" smiles="NC(N)=O.NC(N)=O.NC(N)=O.NC(N)=O.NC(N)=O.CCO.CCO.CCO.CCO.CCO.CO.CO" gap_ev=8.90 multiplicity=1
N 3.148 -1.137 3.508
C 1.888 -0.903 3.810
N 1.031 -1.138 2.910
O 1.433 -0.442 5.106
H 3.914 -0.888 4.253
H 3.506 -0.876 2.545
H 0.010 -0.962 3.215
H 1.278 -1.804 2.131
N -2.310 -2.422 0.919
C -3.274 -2.621 0.068
N -4.329 -2.777 0.833
O -3.171 -2.949 -1.294
H -1.364 -2.489 0.544
H -2.436 -2.716 1.900
H -5.190 -2.881 0.215
H -4.534 -2.094 1.622
N 2.014 -2.974 1.235
C 0.909 -3.562 0.803
N 0.617 -4.634 1.500
O 0.082 -3.134 -0.269
H 2.396 -2.255 0.586
H 2.635 -3.273 1.886
H -0.311 -4.966 1.139
H 0.907 -4.987 2.416
N 3.132 -1.171 -0.487
C 4.100 -0.610 0.129
N 3.781 0.450 0.747
O 5.396 -1.004 0.187
H 3.336 -1.996 -1.064
H 2.204 -0.791 -0.568
H 4.616 0.939 1.112
H 2.863 0.936 0.750
N -2.325 0.146 1.901
C -1.665 0.449 2.951
N -1.424 -0.522 3.789
O -1.292 1.717 3.313
H -2.619 0.963 1.263
H -2.347 -0.847 1.502
H -1.113 -0.229 4.763
H -1.526 -1.502 3.617
C -1.919 2.691 -2.950
C -2.301 4.206 -2.943
O -3.485 4.425 -2.185
H -1.203 2.380 -3.754
H -2.767 2.124 -3.213
H -1.517 2.509 -1.954
H -2.452 4.615 -3.887
H -1.554 4.678 -2.273
H -3.513 5.319 -1.831
C 0.772 -0.888 -2.439
C -0.164 -0.294 -1.414
O 0.353 -0.232 -0.140
H 1.104 -1.841 -2.160
H 1.686 -0.293 -2.661
H 0.185 -1.039 -3.418
H -1.120 -0.795 -1.408
H -0.432 0.676 -1.740
H -0.279 0.036 0.506
C 2.483 3.499 2.317
C 2.058 2.185 2.939
O 1.248 1.468 2.025
H 3.185 4.091 2.951
H 1.636 4.175 2.131
H 3.081 3.298 1.414
H 1.542 2.356 3.849
H 3.033 1.702 3.239
H 1.190 0.601 2.346
C -0.056 -5.683 -3.947
C 0.024 -4.180 -3.485
O -1.320 -3.724 -3.586
H -0.693 -5.716 -4.841
H -0.677 -6.250 -3.308
H 0.855 -6.301 -4.216
H 0.632 -3.665 -4.150
H 0.411 -4.175 -2.495
H -1.606 -3.401 -2.765
C 2.332 2.322 -1.454
C 1.759 3.717 -1.594
O 0.844 3.717 -2.616
H 2.848 1.921 -2.277
H 1.657 1.600 -1.116
H 3.140 2.442 -0.707
H 2.593 4.415 -1.649
H 1.115 3.916 -0.741
H 0.147 3.111 -2.539
C -3.801 0.465 -1.015
O -3.470 1.599 -0.194
H -4.152 -0.190 -0.248
H -3.055 0.213 -1.658
H -4.632 0.744 -1.659
H -3.154 2.316 -0.644
C -1.289 3.828 0.563
O -1.008 2.449 0.348
H -0.356 4.440 0.668
H -1.637 3.898 1.625
H -1.939 4.285 -0.129
H -0.329 2.190 0.996


# 4
13
Properties=species:S:1:pos:R:3 method="wB97M-V/def2-TZVPD" gap_ev="8.95 / 8.95" multiplicity=1
C 0.560 -0.967 0.447
C 0.509 -1.083 -0.934
C 0.038 0.211 1.042
C -0.253 -0.169 -1.650
C -0.599 0.948 -0.995
N -0.474 1.158 0.253
N -1.721 2.382 -1.977
Cl -3.309 1.788 -2.033
I -0.442 -0.303 -3.735
H 1.042 -1.621 1.010
H 0.967 -1.910 -1.317
H 0.128 0.203 2.111
H -1.485 3.061 -1.294


Which energy relative to the best compared isomer or geometry (same formula, charge and spin) belongs to each record? In order, 3.421 0.938 6.076 1.500 eV.
Which energy belongs to each record? In order, -551.2525 -5825.4529 -2132.7454 -1060.1785 hartree.
Which largest force on an atom belongs to each record? In order, 4.80 4.71 10.27 5.41 eV Å⁻¹.